1.
ORCA calculation (the ωB97M-V functional and the def2-TZVPD basis) on the molecule C5H8OS at a distorted geometry.

As for the LUMO energy: 0.0300 Eh. The HOMO-LUMO gap comes out at 10.0 eV.

```
! RIJCOSX wB97M-V def2-TZVPD def2/J DEFGRID3
* xyz 0 1
C 0.2912 0.3025 0.6466
C -1.1645 -0.0535 0.7526
C -0.2817 -1.1368 -1.2870
C 0.7640 -0.3053 -0.5928
C 0.5503 1.2014 -0.5981
H 0.9178 1.0813 2.9368
H -1.5261 -0.8405 1.5888
H -1.8629 0.7857 0.9238
H -0.3065 -2.3055 -1.2445
H -0.4022 -0.7775 -2.3278
H 1.8687 -0.6076 -0.5713
H -0.3206 1.5092 -1.1611
H 1.5752 1.7617 -0.5768
O -1.4835 -0.7793 -0.5333
S 1.3807 0.1645 2.0438
*
```



2.
ORCA calculation (the ωB97M-V functional and the def2-TZVPD basis) on a 2-piece molecular cluster, C4H6O2 overall at a distorted geometry.

As for the LUMO energy: 0.0161 Eh. The HOMO-LUMO gap comes out at 9.2 eV.

```
! RIJCOSX wB97M-V def2-TZVPD def2/J DEFGRID3
* xyz 0 1
O -0.5642 -2.0547 1.3937
C -0.8810 -1.5651 0.3627
O -0.5467 -0.2825 -0.1529
C -0.0570 0.8178 0.5546
C -0.1861 2.0370 0.0434
C 1.1582 -1.2309 -0.6493
H -1.5613 -1.9427 -0.4190
H 0.5391 0.5829 1.4303
H -0.7390 2.2722 -0.8635
H 0.3344 2.8648 0.5146
H 0.8495 -1.2465 -1.7073
H 1.6541 -0.2523 -0.5072
*
```